1.
Density functional theory data (wB97M-V/def2-TZVPD) for an isolated molecule of C27H38N4O4.

```
73
Properties=species:S:1:pos:R:3
C 1.76 -7.48 0.28
C 2.28 -6.17 -0.28
C 1.67 -4.97 0.46
N 2.37 -3.73 0.18
C 2.40 -3.35 -1.23
C 1.04 -3.15 -1.92
C 1.22 -2.63 -3.34
C 1.97 -2.65 1.06
C 3.12 -1.67 1.30
C 2.73 -0.60 2.32
N 1.62 0.20 1.85
C 0.40 0.17 2.41
O 0.15 -0.43 3.44
C -0.67 1.00 1.68
C -0.71 0.73 0.21
C -1.47 -0.32 -0.31
C -1.50 -0.56 -1.67
O -2.21 -1.55 -2.26
C -2.95 -2.43 -1.45
C -0.75 0.26 -2.55
O -0.87 -0.04 -3.87
C -0.14 0.74 -4.79
C 0.02 1.27 -2.02
C 0.04 1.51 -0.65
C 0.91 2.61 -0.14
O 1.78 3.12 -0.83
N 0.69 2.98 1.15
C 1.44 4.08 1.71
C -0.43 2.50 1.92
C -1.71 3.27 1.63
C -1.93 3.94 0.44
C -3.14 4.58 0.24
C -4.09 4.53 1.25
N -3.89 3.89 2.39
C -2.73 3.28 2.57
H 0.68 -7.53 0.20
H 2.18 -8.32 -0.26
H 2.03 -7.59 1.33
H 2.04 -6.12 -1.34
H 3.37 -6.12 -0.18
H 0.59 -4.92 0.24
H 1.78 -5.16 1.53
H 2.97 -2.42 -1.30
H 2.97 -4.11 -1.77
H 0.50 -4.10 -1.95
H 0.45 -2.43 -1.35
H 0.26 -2.45 -3.80
H 1.77 -3.35 -3.94
H 1.78 -1.70 -3.33
H 1.68 -3.08 2.02
H 1.09 -2.10 0.68
H 3.98 -2.22 1.67
H 3.40 -1.18 0.37
H 2.41 -1.06 3.26
H 3.58 0.06 2.52
H 1.75 0.67 0.96
H -1.62 0.72 2.15
H -2.03 -0.93 0.38
H -3.41 -3.15 -2.14
H -3.73 -1.91 -0.90
H -2.30 -2.97 -0.75
H -0.38 0.33 -5.77
H -0.44 1.79 -4.75
H 0.94 0.66 -4.61
H 0.62 1.91 -2.64
H 2.20 4.37 0.98
H 1.93 3.77 2.63
H 0.79 4.93 1.91
H -0.18 2.65 2.98
H -1.17 3.97 -0.33
H -3.34 5.12 -0.67
H -5.05 5.01 1.15
H -2.61 2.78 3.53
```

Its SMILES is CCCN(CCC)CCCNC(=O)[C@@H]1c2cc(OC)c(OC)cc2C(=O)N(C)[C@H]1c1cccnc1. The calculation puts the HOMO energy at -8.17 eV. The calculation puts the LUMO energy at 0.5 eV. As for the charge: 0. The calculation puts the gap between HOMO and LUMO at 8.72 eV. The energy above the lowest of the compared OMol25 structures with the same formula, charge and spin comes out at 3.184 eV. Its multiplicity is 1.

2.
Density functional theory data (wB97M-V/def2-TZVPD) for a cluster of 2 separate species, C5H7IN2O in total.

```
16
Properties=species:S:1:pos:R:3
C -1.02 -0.25 0.11
C -0.28 0.99 0.25
C -2.02 0.05 0.94
C -0.90 -1.40 -0.82
C 0.91 1.26 -0.53
N -0.72 1.79 1.18
N -1.88 1.18 1.61
O -4.85 0.23 1.11
I -5.71 0.09 -0.60
H 0.16 -1.64 -0.62
H -1.57 -2.19 -0.55
H -1.32 -1.07 -1.79
H 1.34 2.13 -0.10
H 1.51 0.31 -0.38
H 0.96 1.35 -1.66
H -2.35 1.47 2.40
```

The calculation puts the HOMO energy (alpha / beta) at -8.37 / -8.37 eV. The calculation puts the LUMO energy (alpha / beta) at -3.3 / -3.3 eV. As for the charge: 0. The calculation puts the gap between HOMO and LUMO (alpha / beta) at 5.08 / 5.06 eV. The energy above the lowest of the compared OMol25 structures with the same formula, charge and spin comes out at 7.389 eV. Its multiplicity is 1.

3.
Density functional theory data (wB97M-V/def2-TZVPD) for a structure of composition C13H17BrMgO.

```
33
Properties=species:S:1:pos:R:3
C 0.59 -2.27 -2.00
C -0.01 -1.39 -2.96
C 0.89 -0.27 -3.15
H -0.94 -1.56 -3.51
C 1.94 -0.40 -2.17
C 1.81 -1.67 -1.56
H 2.55 -2.16 -0.92
H 0.24 -3.27 -1.74
H 0.84 0.45 -3.95
H 2.76 0.31 -2.04
Mg -0.24 0.40 -1.33
Br -2.66 0.42 -1.26
C -1.33 -1.07 2.70
C -0.05 -1.72 2.71
C -0.15 -2.90 1.90
H 0.85 -1.36 3.21
C -1.50 -2.99 1.41
C -2.21 -1.84 1.88
H -3.24 -1.58 1.63
H -1.57 -0.13 3.20
H 0.65 -3.61 1.70
H -1.89 -3.77 0.78
C 0.69 3.40 -0.67
C 0.57 2.52 0.58
C -0.49 2.89 1.61
O 0.49 1.19 0.21
H -0.25 3.41 -1.24
H 1.47 2.97 -1.33
H 0.96 4.44 -0.46
H 1.52 2.66 1.13
H -1.50 2.63 1.26
H -0.30 2.33 2.53
H -0.49 3.96 1.86
```

The calculation puts the HOMO energy at 0.43 eV. The calculation puts the LUMO energy at 5.0 eV. As for the charge: -2. The calculation puts the gap between HOMO and LUMO at 4.60 eV. Its multiplicity is 1.

4.
Density functional theory data (wB97M-V/def2-TZVPD) for an isolated molecule of C8H12N2O7.

```
29
Properties=species:S:1:pos:R:3
N 0.08 -0.12 -2.80
C -0.95 0.47 -1.92
C -2.41 0.00 -2.15
C -3.49 1.11 -1.84
O -4.22 1.47 -2.72
O -3.60 1.48 -0.57
C -0.52 0.31 -0.44
O -1.37 0.49 0.46
N 0.75 0.05 -0.24
C 1.48 0.12 1.06
C 0.64 -0.48 2.26
C 1.50 -0.58 3.49
O 1.83 -1.62 4.05
O 1.88 0.62 3.88
C 2.84 -0.55 0.82
O 3.90 -0.10 1.25
O 2.87 -1.67 0.08
H -0.02 0.08 -3.82
H 0.20 -1.13 -2.76
H -0.92 1.56 -2.11
H -2.65 -0.86 -1.53
H -2.53 -0.20 -3.25
H -2.81 1.08 -0.07
H 1.27 0.04 -1.10
H 1.62 1.19 1.27
H 0.46 -1.53 1.91
H -0.30 0.08 2.36
H 2.43 0.60 4.66
H 1.99 -1.90 -0.25
```

Its SMILES is N[C@@H](CC(=O)O)C(=O)N[C@@H](CC(=O)O)C(=O)O. The calculation puts the HOMO energy at -10.04 eV. The calculation puts the LUMO energy at -0.1 eV. As for the charge: 0. The calculation puts the gap between HOMO and LUMO at 9.96 eV. The energy above the lowest of the compared OMol25 structures with the same formula, charge and spin comes out at 0.826 eV. Its multiplicity is 1.

| no. | electronic energy (eV) |
| --- | --- |
| 1 | -42766.9196 |
| 2 | -18418.9920 |
| 3 | -91292.6323 |
| 4 | -25804.6278 |